(1)
ORCA calculation (the ωB97M-V functional and the def2-TZVPD basis) on 8 unconnected molecules or ions with the total composition C35H55ClN9O5S at a distorted geometry.

The value obtained for the frontier orbital gap is 6.21 eV. Its max |F| is 14.50 eV/A. Its molar mass is 749.40 g mol⁻¹. The charge is -1.

Last columns: bonded neighbours and bond lengths (Å).
Cartesian coordinates (Å):
1 C 6.862 -1.669 1.874  C2 1.641, H28 1.184, H29 1.186, H30 1.187
2 C 6.329 -0.134 1.647  C1 1.641, C3 1.664, H31 1.182, H32 1.193
3 C 4.701 -0.203 1.310  C2 1.664, O4 1.449, H33 1.194, H34 1.166
4 O 3.998 1.059 1.417  C3 1.449, C5 1.455
5 C 3.431 1.586 0.185  O4 1.455, C6 1.623, O10 1.505, C20 1.660
6 C 4.672 2.126 -0.710  C5 1.623, C7 1.674, H35 1.195, H36 1.193
7 C 5.292 3.605 -0.231  C6 1.674, C8 1.638, H37 1.195, H38 1.173
8 C 6.182 3.535 1.142  C7 1.638, S9 1.879, H39 1.195, H40 1.193
9 S 5.224 3.844 2.729  C8 1.879, H41 1.432
10 O 2.766 2.818 0.736  C5 1.505, C11 1.471
11 C 1.430 2.571 1.299  O10 1.471, O12 1.329, C13 1.638
12 O 0.808 3.523 1.986  C11 1.329
13 C 1.004 1.089 0.746  C11 1.638, C14 1.645, C16 1.673, C20 1.682
14 C 1.059 0.019 1.994  C13 1.645, C15 1.670, H42 1.171, H43 1.194
15 C 1.102 0.740 3.500  C14 1.670, H44 1.191, H45 1.167, H46 1.171
16 C -0.612 0.943 0.337  C13 1.673, C17 1.626, H47 1.166, H48 1.195
17 C -1.655 1.473 1.467  C16 1.626, C18 1.672, N19 1.372
18 C -2.438 2.914 1.140  C17 1.672, H49 1.171, H50 1.195, H51 1.184
19 N -2.023 0.854 2.635  C17 1.372, H52 1.063
20 C 2.094 0.898 -0.521  C5 1.660, C13 1.682, C21 1.632, C25 1.673
21 C 2.055 -0.709 -0.805  C20 1.632, C22 1.623, H53 1.186, H54 1.196
22 C 2.654 -1.256 -2.211  C21 1.623, C23 1.615, Cl24 1.882, H55 1.193
23 C 4.136 -0.794 -2.654  C22 1.615, H56 1.194, H57 1.164, H58 1.194
24 Cl 2.553 -3.135 -2.175  C22 1.882
25 C 1.696 1.892 -1.807  C20 1.673, O26 1.363, O27 1.483
26 O 2.205 1.735 -3.062  C25 1.363
27 O 0.816 3.082 -1.729  C25 1.483
28 H 6.656 -1.970 3.000  C1 1.184
29 H 8.016 -1.792 1.626  C1 1.186
30 H 6.282 -2.462 1.208  C1 1.187
31 H 6.535 0.563 2.578  C2 1.182
32 H 6.892 0.305 0.691  C2 1.193
33 H 4.250 -0.930 2.143  C3 1.194
34 H 4.614 -0.781 0.301  C3 1.166
35 H 5.634 1.417 -0.724  C6 1.195
36 H 4.437 2.293 -1.867  C6 1.193
37 H 6.069 3.866 -1.100  C7 1.195
38 H 4.497 4.468 -0.270  C7 1.173
39 H 6.971 4.429 1.070  C8 1.195
40 H 6.861 2.555 1.173  C8 1.193
41 H 5.899 3.041 3.703  S9 1.432
42 H 0.163 -0.734 2.038  C14 1.171
43 H 2.044 -0.656 2.005  C14 1.194
44 H 1.016 -0.137 4.302  C15 1.191
45 H 0.298 1.573 3.643  C15 1.167
46 H 2.165 1.212 3.638  C15 1.171
47 H -0.886 1.450 -0.677  C16 1.166
48 H -0.845 -0.218 0.183  C16 1.195
49 H -1.743 3.704 0.625  C18 1.171
50 H -3.310 2.601 0.386  C18 1.195
51 H -2.999 3.344 2.089  C18 1.184
52 H -2.725 1.439 3.177  N19 1.063
53 H 2.542 -1.385 0.038  C21 1.186
54 H 0.909 -1.050 -0.808  C21 1.196
55 H 1.894 -0.921 -3.069  C22 1.193
56 H 4.667 -1.734 -3.165  C23 1.194
57 H 4.863 -0.422 -1.825  C23 1.164
58 H 4.137 0.041 -3.507  C23 1.194
59 C -1.552 -3.658 -1.738  C60 1.473, H62 1.095, H63 1.095, H64 1.095
60 C -2.032 -2.405 -1.131  C59 1.473, N61 1.163
61 N -2.411 -1.416 -0.651  C60 1.163
62 H -1.525 -3.594 -2.831  C59 1.095
63 H -0.540 -3.909 -1.403  C59 1.095
64 H -2.197 -4.505 -1.480  C59 1.095
65 C -4.090 -6.114 1.164  C66 1.473, H68 1.095, H69 1.095, H70 1.095, N85 1.762
66 C -3.233 -6.436 0.011  C65 1.473, N67 1.163
67 N -2.556 -6.691 -0.900  C66 1.163
68 H -4.752 -5.268 0.952  C65 1.095
69 H -4.727 -6.960 1.444  C65 1.095
70 H -3.499 -5.849 2.046  C65 1.095
71 C 2.485 6.728 0.995  C72 1.473, H74 1.095, H75 1.095, H76 1.095
72 C 3.593 7.516 0.429  C71 1.473, N73 1.163
73 N 4.468 8.138 -0.019  C72 1.163
74 H 1.517 7.038 0.585  C71 1.095
75 H 2.598 5.660 0.782  C71 1.095
76 H 2.426 6.837 2.083  C71 1.095
77 C -4.274 3.694 -3.295  C78 1.473, H80 1.095, H81 1.095, H82 1.095
78 C -4.513 3.284 -1.901  C77 1.473, N79 1.163
79 N -4.701 2.960 -0.800  C78 1.163
80 H -5.207 3.958 -3.805  C77 1.095
81 H -3.616 4.568 -3.353  C77 1.095
82 H -3.802 2.895 -3.876  C77 1.095
83 C -7.231 -6.494 4.175  C84 1.473, H86 1.095, H87 1.095, H88 1.095
84 C -6.241 -6.251 3.112  C83 1.473, N85 1.163
85 N -5.459 -6.059 2.273  C65 1.762, C84 1.163
86 H -7.437 -7.563 4.299  C83 1.095
87 H -6.886 -6.116 5.143  C83 1.095
88 H -8.186 -6.004 3.958  C83 1.095
89 C -1.462 -7.050 -4.135  C90 1.473, H92 1.095, H93 1.095, H94 1.095
90 C -1.537 -5.712 -4.744  C89 1.473, N91 1.163
91 N -1.596 -4.655 -5.226  C90 1.163
92 H -0.976 -7.021 -3.154  C89 1.095
93 H -2.456 -7.486 -3.990  C89 1.095
94 H -0.891 -7.747 -4.758  C89 1.095
95 C -7.684 5.840 -5.953  C96 1.473, H98 1.095, H99 1.095, H100 1.095
96 C -7.080 4.501 -6.060  C95 1.473, N97 1.163
97 N -6.604 3.443 -6.145  C96 1.163
98 H -8.198 6.127 -6.876  C95 1.095
99 H -8.421 5.887 -5.144  C95 1.095
100 H -6.930 6.608 -5.749  C95 1.095
101 C -4.319 -2.267 3.839  C102 1.473, H104 1.095, H105 1.095, H106 1.095
102 C -3.715 -3.606 3.731  C101 1.473, N103 1.163
103 N -3.238 -4.664 3.647  C102 1.163
104 H -4.833 -1.980 2.915  C101 1.095
105 H -5.056 -2.219 4.647  C101 1.095
106 H -3.565 -1.499 4.042  C101 1.095

Mulliken population analysis, charges in e, atoms 1 to 4: atom 1 (C): -1.026, atom 2 (C): -0.029, atom 3 (C): -0.188, atom 4 (O): -0.064

(2)
ORCA calculation (the ωB97M-V functional and the def2-TZVPD basis) on 3 unconnected molecules or ions with the total composition C34H51F2N3O3S3 at a distorted geometry.

The value obtained for the frontier orbital gap is 8.86 eV. Its max |F| is 1.40 eV/A. Its molar mass is 684.00 g mol⁻¹.

Last columns: bonded neighbours and bond lengths (Å).
Cartesian coordinates (Å):
1 C 2.887 -3.853 2.180  C2 1.321, H32 1.076, H33 1.080
2 C 1.850 -4.230 1.453  C1 1.321, C3 1.502, H34 1.079
3 C 0.419 -4.142 1.904  C2 1.502, C4 1.568, H35 1.086, H36 1.088
4 C -0.254 -2.731 1.785  C3 1.568, O5 1.400, C29 1.550, H37 1.086
5 O 0.708 -1.724 1.641  C4 1.400, C6 1.425
6 C 0.714 -0.916 0.466  O5 1.425, C7 1.537, C20 1.529, C25 1.539
7 C -0.487 0.033 0.324  C6 1.537, C8 1.540, H38 1.087, H39 1.083
8 C -1.736 -0.447 -0.436  C7 1.540, C9 1.540, H40 1.089, H41 1.087
9 C -2.887 -0.970 0.443  C8 1.540, C10 1.542, H42 1.085, H43 1.088
10 C -4.294 -0.554 -0.033  C9 1.542, C11 1.534, H44 1.088, H45 1.088
11 C -4.550 -0.703 -1.538  C10 1.534, C12 1.540, H46 1.086, H47 1.088
12 C -5.117 0.542 -2.246  C11 1.540, C13 1.532, H48 1.088, H49 1.087
13 C -4.501 1.876 -1.811  C12 1.532, S14 1.823, H50 1.084, H51 1.083
14 S -5.810 2.809 -0.953  C13 1.823, C15 1.737
15 C -4.971 3.976 0.023  S14 1.737, N16 1.309, O19 1.355
16 N -5.277 4.161 1.282  C15 1.309, N17 1.398
17 N -4.478 5.222 1.715  N16 1.398, C18 1.302
18 C -3.751 5.557 0.688  N17 1.302, O19 1.354, H52 1.072
19 O -4.008 4.822 -0.420  C15 1.355, C18 1.354
20 C 1.953 -0.043 0.670  C6 1.529, O21 1.429, H53 1.090, H54 1.087
21 O 1.642 1.027 1.564  C20 1.429, C22 1.409
22 C 2.782 1.775 1.921  O21 1.409, C23 1.529, H55 1.094, H56 1.091
23 C 2.491 3.276 1.914  C22 1.529, C24 1.530, H57 1.089, H58 1.085
24 C 2.858 3.962 3.232  C23 1.530, H59 1.086, H60 1.087, H61 1.088
25 C 0.903 -1.721 -0.831  C6 1.539, S26 1.816, H62 1.088, H63 1.088
26 S 2.588 -2.294 -1.196  C25 1.816, C27 1.813
27 C 2.494 -2.248 -3.007  S26 1.813, C28 1.532, H64 1.087, H65 1.083
28 C 2.778 -0.850 -3.565  C27 1.532, H66 1.086, H67 1.085, H68 1.087
29 C -1.017 -2.479 3.110  C4 1.550, N30 1.467, S31 1.824, H69 1.086
30 N -1.217 -1.054 3.395  C29 1.467, H70 1.009, H71 1.010
31 S -2.567 -3.440 3.158  C29 1.824, H72 1.336
32 H 3.879 -4.135 1.871  C1 1.076
33 H 2.767 -3.250 3.067  C1 1.080
34 H 2.020 -4.626 0.464  C2 1.079
35 H 0.352 -4.515 2.922  C3 1.086
36 H -0.157 -4.830 1.290  C3 1.088
37 H -0.953 -2.796 0.956  C4 1.086
38 H -0.110 0.906 -0.204  C7 1.087
39 H -0.784 0.381 1.306  C7 1.083
40 H -2.122 0.417 -0.975  C8 1.089
41 H -1.523 -1.190 -1.200  C8 1.087
42 H -2.763 -0.607 1.458  C9 1.085
43 H -2.863 -2.057 0.429  C9 1.088
44 H -4.497 0.452 0.330  C10 1.088
45 H -4.994 -1.199 0.492  C10 1.088
46 H -3.674 -1.040 -2.084  C11 1.086
47 H -5.294 -1.486 -1.664  C11 1.088
48 H -6.198 0.578 -2.132  C12 1.088
49 H -4.924 0.432 -3.311  C12 1.087
50 H -3.658 1.766 -1.139  C13 1.084
51 H -4.163 2.453 -2.662  C13 1.083
52 H -3.015 6.336 0.644  C18 1.072
53 H 2.274 0.393 -0.277  C20 1.090
54 H 2.747 -0.633 1.121  C20 1.087
55 H 3.131 1.478 2.915  C22 1.094
56 H 3.613 1.571 1.244  C22 1.091
57 H 3.098 3.740 1.138  C23 1.089
58 H 1.457 3.481 1.656  C23 1.085
59 H 3.928 4.130 3.308  C24 1.086
60 H 2.375 4.932 3.314  C24 1.087
61 H 2.529 3.349 4.067  C24 1.088
62 H 0.633 -1.038 -1.634  C25 1.088
63 H 0.205 -2.553 -0.889  C25 1.088
64 H 1.477 -2.524 -3.275  C27 1.087
65 H 3.170 -2.988 -3.416  C27 1.083
66 H 3.581 -0.398 -2.991  C28 1.086
67 H 3.037 -0.887 -4.619  C28 1.085
68 H 1.909 -0.211 -3.435  C28 1.087
69 H -0.407 -2.891 3.908  C29 1.086
70 H -0.617 -0.778 4.157  N30 1.009
71 H -2.165 -0.880 3.699  N30 1.010
72 H -3.424 -2.424 3.028  S31 1.336
73 F -5.028 2.587 -7.641  C74 1.348
74 C -4.736 3.653 -6.870  F73 1.348, C75 1.380, C79 1.380
75 C -4.630 4.896 -7.459  C74 1.380, C76 1.387, H80 1.082
76 C -4.332 5.989 -6.658  C75 1.387, C77 1.388, H81 1.082
77 C -4.139 5.826 -5.293  C76 1.388, C78 1.388, H82 1.081
78 C -4.247 4.564 -4.726  C77 1.388, C79 1.387, H83 1.082
79 C -4.552 3.465 -5.515  C74 1.380, C78 1.387, H84 1.082
80 H -4.780 4.999 -8.525  C75 1.082
81 H -4.252 6.971 -7.103  C76 1.082
82 H -3.905 6.681 -4.674  C77 1.081
83 H -4.094 4.435 -3.662  C78 1.082
84 H -4.649 2.473 -5.093  C79 1.082
85 F 5.397 -5.241 3.469  C86 1.348
86 C 6.591 -4.621 3.549  F85 1.348, C87 1.380, C91 1.380
87 C 7.738 -5.385 3.624  C86 1.380, C88 1.387, H92 1.082
88 C 8.963 -4.739 3.700  C87 1.387, C89 1.388, H93 1.082
89 C 9.025 -3.353 3.707  C88 1.388, C90 1.388, H94 1.082
90 C 7.856 -2.607 3.634  C89 1.388, C91 1.387, H95 1.082
91 C 6.626 -3.241 3.550  C86 1.380, C90 1.387, H96 1.082
92 H 7.666 -6.464 3.622  C87 1.082
93 H 9.873 -5.322 3.755  C88 1.082
94 H 9.983 -2.854 3.770  C89 1.082
95 H 7.901 -1.527 3.642  C90 1.082
96 H 5.703 -2.681 3.484  C91 1.082

Mulliken population analysis, charges in e, atoms 1 to 4: atom 1 (C): -0.671, atom 2 (C): -0.267, atom 3 (C): -1.002, atom 4 (C): 0.700

(3)
ORCA calculation (the ωB97M-V functional and the def2-TZVPD basis) on C17H19Cl2N3O3S in the gas phase.

The value obtained for the frontier orbital gap is 9.10 eV. The value obtained for the energy above the lowest of the compared OMol25 structures with the same formula, charge and spin is 5.3 kcal/mol. Its max |F| is 0.96 eV/A. Its molar mass is 416.33 g mol⁻¹.

Last columns: bonded neighbours and bond lengths (Å).
Cartesian coordinates (Å):
1 C -5.325 -1.078 0.820  N2 1.448, H27 1.090, H28 1.089, H29 1.101
2 N -3.994 -1.246 0.275  C1 1.448, C3 1.451, C4 1.453
3 C -3.244 -2.229 1.034  N2 1.451, H30 1.089, H31 1.087, H32 1.101
4 C -4.045 -1.559 -1.143  N2 1.453, C5 1.533, H33 1.105, H34 1.095
5 C -2.667 -1.445 -1.804  C4 1.533, N6 1.442, H35 1.091, H36 1.096
6 N -1.991 -0.246 -1.376  C5 1.442, C7 1.350, H37 1.007
7 C -0.835 -0.274 -0.680  N6 1.350, O8 1.218, C9 1.494
8 O -0.165 -1.281 -0.538  C7 1.218
9 C -0.409 1.048 -0.128  C7 1.494, C10 1.391, C26 1.387
10 C -1.306 1.933 0.460  C9 1.391, C11 1.384, H38 1.080
11 C -0.835 3.118 0.998  C10 1.384, C12 1.383, H39 1.080
12 C 0.512 3.431 0.949  C11 1.383, C13 1.393, H40 1.080
13 C 1.416 2.540 0.374  C12 1.393, N14 1.389, C26 1.388
14 N 2.779 2.810 0.362  C13 1.389, S15 1.680, H41 1.008
15 S 3.826 2.214 -0.809  N14 1.680, O16 1.430, O17 1.431, C18 1.791
16 O 3.193 2.177 -2.090  S15 1.430
17 O 5.015 2.992 -0.642  S15 1.431
18 C 4.126 0.542 -0.243  S15 1.791, C19 1.381, C25 1.380
19 C 4.620 0.342 1.031  C18 1.381, C20 1.384, H42 1.077
20 C 4.835 -0.950 1.477  C19 1.384, C21 1.389, H43 1.078
21 C 4.554 -2.027 0.645  C20 1.389, Cl22 1.714, C23 1.397
22 Cl 4.818 -3.625 1.208  C21 1.714
23 C 4.062 -1.812 -0.645  C21 1.397, Cl24 1.712, C25 1.388
24 Cl 3.718 -3.135 -1.675  C23 1.712
25 C 3.851 -0.515 -1.088  C18 1.380, C23 1.388, H44 1.079
26 C 0.945 1.346 -0.155  C9 1.387, C13 1.388, H45 1.076
27 H -5.843 -0.287 0.278  C1 1.090
28 H -5.244 -0.784 1.866  C1 1.089
29 H -5.930 -1.996 0.761  C1 1.101
30 H -3.245 -1.937 2.082  C3 1.089
31 H -2.213 -2.255 0.692  C3 1.087
32 H -3.674 -3.239 0.950  C3 1.101
33 H -4.451 -2.568 -1.335  C4 1.105
34 H -4.718 -0.832 -1.610  C4 1.095
35 H -2.020 -2.282 -1.534  C5 1.091
36 H -2.792 -1.440 -2.893  C5 1.096
37 H -2.523 0.610 -1.402  N6 1.007
38 H -2.355 1.684 0.532  C10 1.080
39 H -1.523 3.810 1.461  C11 1.080
40 H 0.870 4.360 1.367  C12 1.080
41 H 3.063 3.708 0.721  N14 1.008
42 H 4.834 1.193 1.656  C19 1.077
43 H 5.217 -1.136 2.468  C20 1.078
44 H 3.469 -0.318 -2.078  C25 1.079
45 H 1.623 0.638 -0.598  C26 1.076

Mulliken population analysis, charges in e, atoms 1 to 4: atom 1 (C): -1.062, atom 2 (N): 0.267, atom 3 (C): -1.077, atom 4 (C): -0.696